{
  "formula": "C5H29NO11",
  "method": "the ωB97M-V functional and the def2-TZVPD basis",
  "total_charge": -2,
  "spin_multiplicity": 1,
  "de_lowest_kj_mol": 0.0,
  "symbols": ["C", "O", "C", "C", "C", "C", "O", "N", "H", "H", "H", "H", "H", "H", "H", "H", "H", "H", "H", "H", "H", "O", "H", "H", "O", "H", "H", "O", "H", "H", "O", "H", "H", "O", "H", "H", "O", "H", "H", "O", "H", "H", "O", "H", "H", "O"],
  "positions_angstrom": [[0.44, 2.25, -0.48], [1.53, 1.74, -1.28], [0.12, 1.23, 0.64], [-1.39, 1.57, 1.08], [-1.80, 0.99, 2.43], [-3.30, 0.58, 2.37], [-3.59, -0.54, 1.62], [0.35, -0.25, 0.69], [0.89, 3.18, -0.03], [-0.51, 2.31, -1.08], [0.70, 1.53, 1.51], [-1.52, 2.72, 0.96], [-2.06, 1.11, 0.35], [-1.08, 0.13, 2.66], [-1.71, 1.52, 3.37], [-3.93, 1.48, 2.08], [-3.69, 0.36, 3.38], [0.95, -0.41, -0.13], [-0.56, -0.72, 0.56], [-2.36, -2.77, 0.27], [-2.77, -1.42, 0.49], [-2.54, -2.01, -0.30], [3.72, 1.60, 0.08], [3.51, 0.35, 0.93], [3.68, 1.29, 0.99], [0.06, -0.33, -2.61], [1.02, 0.89, -1.80], [1.00, -0.44, -2.44], [1.99, -0.42, 2.72], [2.39, -1.20, 1.58], [2.61, -1.17, 2.52], [3.53, 0.59, -2.11], [3.39, 0.20, -3.56], [4.10, 0.59, -2.89], [-4.22, -0.07, -0.20], [-4.91, -1.33, -0.39], [-4.90, -0.46, -0.81], [4.18, -1.41, -3.02], [2.94, -2.33, -2.83], [3.82, -2.28, -3.21], [2.85, -1.38, -4.35], [1.57, -0.59, -3.60], [2.42, -0.48, -4.38], [-1.54, -1.97, 2.82], [-3.06, -1.79, 2.55], [-2.36, -2.46, 2.87]]
}